This record from the OMol25 dataset describes 2 unconnected molecules or ions with the total composition C4H9NO2. The level of theory is ωB97M-V/def2-TZVPD.

Properties
HOMO level: -10.01 eV
M: 103.1 g mol⁻¹

```
! RIJCOSX wB97M-V def2-TZVPD def2/J DEFGRID3
* xyz 0 1
N -1.01 -0.33 1.31
H -0.37 -2.20 0.97
C -0.77 1.04 1.37
H -0.20 -0.34 -2.69
O 2.09 -0.51 1.52
H -1.64 0.70 -2.90
O 0.23 1.56 1.84
H -0.28 1.25 -1.88
H 1.71 0.29 1.92
C 1.27 -0.78 0.40
H -1.63 1.63 1.03
C -0.12 -1.14 0.90
C -0.87 0.38 -2.20
H 1.71 -1.64 -0.11
H 1.22 0.07 -0.30
H -1.35 -0.08 -1.34
*
```

For reference, the Mulliken charges in units of e are: -0.4255 0.3878 0.2429 0.2637 -0.5438 0.3228 -0.5615 0.2372 0.4310 -0.3974 0.3979 -0.0910 -1.0064 0.3255 0.2080 0.2086

This record from the OMol25 dataset describes C4H9NO2 in the gas phase in a non-equilibrium geometry. The level of theory is ωB97M-V/def2-TZVPD.

Properties
HOMO level: -9.62 eV
M: 103.1 g mol⁻¹

```
! RIJCOSX wB97M-V def2-TZVPD def2/J DEFGRID3
* xyz 0 1
H 1.06 -1.11 1.10
C -0.32 0.36 1.65
H -1.31 0.95 1.33
H -1.22 -2.32 1.07
H -1.04 -0.48 -1.06
C -0.40 -1.17 -0.44
C 0.49 -0.44 0.58
O -0.35 1.48 -1.12
N 1.40 0.48 -0.24
H 0.23 -1.96 -0.95
H 2.39 0.18 -0.30
C 0.87 1.45 -1.05
H -0.90 -0.40 2.28
H 1.47 2.21 -1.58
H 0.24 0.95 2.36
O -1.47 -1.82 0.25
*
```

For reference, the Mulliken charges in units of e are: 0.4966 -1.1616 0.2561 0.2911 0.3163 -0.4127 -0.0434 -0.5524 -0.1882 0.2457 0.2315 -0.0331 0.3062 0.4158 0.3845 -0.5524

This record from the OMol25 dataset describes 2 unconnected molecules or ions with the total composition C4H9NO2 in a non-equilibrium geometry. The level of theory is ωB97M-V/def2-TZVPD.

Properties
HOMO level: -9.17 eV
M: 103.1 g mol⁻¹

```
! RIJCOSX wB97M-V def2-TZVPD def2/J DEFGRID3
* xyz 0 1
O 2.62 -1.25 0.77
H -2.62 1.23 0.20
N 2.15 -0.02 0.40
H 2.50 1.73 -0.32
C -0.94 -0.14 -0.37
H -1.15 1.86 0.41
H -2.90 -0.86 -0.03
H -1.65 -1.44 1.16
C 2.91 0.80 -0.25
H -1.49 1.71 -1.15
H 1.83 -1.76 1.34
C -1.65 1.18 -0.23
H -1.76 -2.15 -0.55
C -1.91 -1.24 0.06
O 0.24 -0.13 -0.76
H 3.81 0.49 -0.68
*
```

For reference, the Mulliken charges in units of e are: -0.4073 0.3917 -0.1441 0.2852 0.8117 0.3517 0.3714 0.2373 -0.3952 0.3180 0.3500 -1.2044 0.3227 -1.0446 -0.5443 0.3001

This record from the OMol25 dataset describes 2 unconnected molecules or ions with the total composition C4H9NO2 in a non-equilibrium geometry. The level of theory is ωB97M-V/def2-TZVPD.

Properties
HOMO level: -9.59 eV
M: 103.1 g mol⁻¹

```
! RIJCOSX wB97M-V def2-TZVPD def2/J DEFGRID3
* xyz 0 1
H 1.99 -0.40 1.99
H -0.72 -0.54 0.67
H -0.09 0.32 -1.35
O 1.47 -0.49 -0.89
C 0.06 0.17 0.96
O -2.09 1.40 -1.30
H 0.59 -1.36 2.41
H 1.95 1.03 0.34
H -0.42 1.14 1.15
C -1.22 0.58 -1.55
N -1.35 -0.40 -2.47
H -2.19 -0.48 -2.99
H -0.86 -1.24 -2.18
C 1.22 0.26 0.03
H 0.76 0.33 3.01
C 0.90 -0.34 2.17
*
```

For reference, the Mulliken charges in units of e are: 0.3385 0.2538 0.3260 -0.5319 -0.2259 -0.6315 0.3219 0.3900 0.3657 0.1383 -0.3483 0.1993 0.2545 -0.0512 0.3026 -1.1020

This record from the OMol25 dataset describes C4H9NO2 in the gas phase. The level of theory is ωB97M-V/def2-TZVPD.

Properties
HOMO level: -9.72 eV
M: 103.1 g mol⁻¹

```
! RIJCOSX wB97M-V def2-TZVPD def2/J DEFGRID3
* xyz 0 1
H -1.83 -1.56 -1.21
C -1.22 -1.55 -0.31
H 0.21 1.09 1.48
O 1.44 -0.41 0.74
N -1.41 0.80 -0.59
C -0.87 -0.14 0.08
C 1.92 0.31 -0.38
H -1.45 2.64 -0.80
H 1.39 0.01 -1.30
C 0.17 0.04 1.17
H -1.77 -2.05 0.50
O -0.98 2.06 -0.19
H 2.98 0.07 -0.49
H -0.09 -0.58 2.03
H 1.80 1.39 -0.25
H -0.30 -2.12 -0.48
*
```

For reference, the Mulliken charges in units of e are: 0.3674 -1.0729 0.3850 -0.3783 -0.5721 0.8099 -0.6244 0.3622 0.2492 -0.5673 0.2864 -0.3672 0.2685 0.3242 0.2794 0.2502

This record from the OMol25 dataset describes a molecular structure, C4H9NO2 in a non-equilibrium geometry. The level of theory is ωB97M-V/def2-TZVPD.

Properties
HOMO level: -9.61 eV
M: 103.1 g mol⁻¹

```
! RIJCOSX wB97M-V def2-TZVPD def2/J DEFGRID3
* xyz 0 1
H -1.34 -1.71 -2.02
H 1.18 2.21 0.76
H 1.00 0.17 2.35
H 2.05 -1.07 -1.32
N -0.15 0.62 0.63
O -0.01 -1.93 0.19
C -0.04 -0.95 -0.52
H -0.56 1.03 2.63
H -0.53 -0.68 2.20
O 1.39 -0.40 -1.11
C -0.04 0.28 2.03
H -1.94 -0.30 -1.14
C -1.06 -0.74 -1.60
H -0.75 -0.06 -2.39
H 0.31 1.92 -0.86
C 0.48 1.62 0.16
*
```

For reference, the Mulliken charges in units of e are: 0.3748 0.2737 0.3561 0.2766 -0.1475 -0.5786 1.0306 0.3571 0.2999 -0.6128 -0.9760 0.2910 -1.2282 0.3144 0.2181 -0.2492

This record from the OMol25 dataset describes C4H9NO2 in the gas phase. The level of theory is ωB97M-V/def2-TZVPD.

Properties
HOMO level: -9.76 eV
M: 103.1 g mol⁻¹

```
! RIJCOSX wB97M-V def2-TZVPD def2/J DEFGRID3
* xyz 0 1
H 0.89 -2.19 -0.54
N -0.70 -0.84 -0.45
C -1.71 -1.81 -0.80
H -1.08 0.72 0.18
H 0.59 1.49 1.93
C 0.51 -1.18 -0.35
C 1.35 1.07 -0.06
H -2.45 -1.85 0.01
C 0.36 1.76 0.88
O 1.51 -0.37 0.01
H 0.61 2.83 0.77
O -0.99 1.62 0.56
H -1.32 -2.82 -0.97
H 1.10 1.33 -1.10
H 2.36 1.43 0.17
H -2.23 -1.48 -1.70
*
```

For reference, the Mulliken charges in units of e are: 0.3519 -0.3725 -0.9380 0.5299 0.2402 0.1127 -0.5265 0.2902 -0.3648 -0.3238 0.3100 -0.5930 0.3477 0.3628 0.2897 0.2836

This record from the OMol25 dataset describes C4H9NO2 in the gas phase in a non-equilibrium geometry. The level of theory is ωB97M-V/def2-TZVPD.

Properties
HOMO level: -9.67 eV
M: 103.1 g mol⁻¹

```
! RIJCOSX wB97M-V def2-TZVPD def2/J DEFGRID3
* xyz 0 1
O -1.86 1.88 0.53
H 0.45 0.97 -0.59
N 0.29 -1.01 -0.04
H 1.03 -0.30 1.83
C -1.41 0.76 0.46
C 1.31 -0.96 1.02
C -1.13 -0.08 -1.88
H -1.62 0.05 1.27
O 2.59 -0.51 0.42
C -0.30 0.24 -0.45
H -0.50 -0.05 -2.79
H 0.88 -1.40 -0.80
H 3.23 -0.33 1.14
H 1.38 -2.08 1.43
H -1.61 -1.14 -1.71
H -1.89 0.66 -2.01
*
```

For reference, the Mulliken charges in units of e are: -0.4802 0.3478 -0.5035 0.3664 -0.1368 -0.3904 -1.2275 0.3517 -0.5401 0.3271 0.3307 0.2788 0.2935 0.2748 0.3124 0.3955

This record from the OMol25 dataset describes C4H9NO2 in the gas phase. The level of theory is ωB97M-V/def2-TZVPD.

Properties
HOMO level: -9.95 eV
M: 103.1 g mol⁻¹

```
! RIJCOSX wB97M-V def2-TZVPD def2/J DEFGRID3
* xyz 0 1
H -2.20 1.39 -0.02
O -0.31 -1.93 1.18
H -1.20 1.09 -1.46
H 0.56 -2.13 0.81
C 2.01 -0.40 -0.37
C -0.88 -1.02 0.28
H -0.80 -1.37 -0.76
N 1.08 0.54 -0.09
H -0.78 2.40 -0.34
H -0.32 0.67 1.45
H -1.94 -0.95 0.53
H 2.96 0.07 -0.71
C -0.31 0.40 0.39
H 1.40 1.49 -0.19
O 1.91 -1.61 -0.29
C -1.17 1.38 -0.40
*
```

For reference, the Mulliken charges in units of e are: 0.3595 -0.5635 0.3544 0.4170 -0.0022 -0.7482 0.3613 -0.1413 0.3843 0.1087 0.3850 0.3308 0.5490 0.2443 -0.6482 -1.3909

This record from the OMol25 dataset describes 2 unconnected molecules or ions with the total composition C4H9NO2. The level of theory is ωB97M-V/def2-TZVPD.

Properties
HOMO level: -9.81 eV
M: 103.1 g mol⁻¹

```
! RIJCOSX wB97M-V def2-TZVPD def2/J DEFGRID3
* xyz 0 1
O 3.31 -1.20 0.06
H 2.84 0.47 1.94
C -2.42 -0.70 -0.06
C -0.71 1.00 -0.72
H 1.95 0.02 -0.85
H -2.62 -1.77 -0.05
C -0.92 -0.41 -0.24
N 2.35 0.62 1.07
H -3.00 -0.26 -0.88
O -0.03 1.84 -0.19
C 2.56 -0.25 0.04
H 1.63 1.33 0.98
H -2.79 -0.27 0.87
H -0.51 -1.09 -1.00
H -1.26 1.25 -1.66
H -0.36 -0.57 0.69
*
```

For reference, the Mulliken charges in units of e are: -0.5909 0.1926 -1.2552 -0.0454 0.2732 0.3407 -0.1537 -0.2682 0.3355 -0.4941 0.1293 0.2986 0.3299 0.3401 0.3083 0.2593

This record from the OMol25 dataset describes C4H9NO2 in the gas phase in a non-equilibrium geometry. The level of theory is ωB97M-V/def2-TZVPD.

Properties
HOMO level: -9.56 eV
M: 103.1 g mol⁻¹

```
! RIJCOSX wB97M-V def2-TZVPD def2/J DEFGRID3
* xyz 0 1
C 0.41 0.61 1.81
H -0.46 -2.04 0.11
H -0.20 0.45 -2.75
O -1.57 -0.34 -0.90
C 0.30 -0.37 0.64
H 1.36 0.88 2.32
O -0.67 1.02 2.20
H -2.10 0.07 -0.20
H 1.37 -0.48 0.36
C -0.42 0.50 -0.60
H 0.24 -2.25 1.47
H -0.54 1.46 -0.07
H 0.99 1.56 -1.91
H 1.24 -0.11 -1.65
C 0.43 0.60 -1.85
N -0.39 -1.57 1.02
*
```

For reference, the Mulliken charges in units of e are: -0.3623 0.2714 0.3112 -0.5700 0.2689 0.3535 -0.4590 0.3473 0.2914 0.1148 0.2604 0.3898 0.2833 0.2864 -1.0865 -0.7008

This record from the OMol25 dataset describes C4H9NO2 in the gas phase in a non-equilibrium geometry. The level of theory is ωB97M-V/def2-TZVPD.

Properties
HOMO level: -9.87 eV
M: 103.1 g mol⁻¹

```
! RIJCOSX wB97M-V def2-TZVPD def2/J DEFGRID3
* xyz 0 1
C 0.88 1.50 0.41
C 0.73 -0.01 0.45
C 1.27 -0.62 -0.87
N -0.68 -0.46 0.81
H 1.90 1.73 -0.04
H -3.42 -0.91 -0.45
O -1.71 0.16 -1.18
H 1.31 -0.49 1.32
H 1.28 -1.72 -0.81
H 0.65 1.88 1.35
O -2.78 -1.16 0.25
H 2.28 -0.38 -0.96
C -1.70 -0.46 -0.14
H -0.83 -0.86 1.70
H 0.08 1.97 -0.17
H 0.75 -0.18 -1.67
*
```

For reference, the Mulliken charges in units of e are: -1.3036 0.4031 -1.5205 -0.1964 0.3119 0.3498 -0.5869 0.2947 0.3320 0.3971 -0.4997 0.4966 0.5833 0.2410 0.3103 0.3874

This record from the OMol25 dataset describes 3 unconnected molecules or ions with the total composition C4H9NO2 in a non-equilibrium geometry. The level of theory is ωB97M-V/def2-TZVPD.

Properties
HOMO level: -8.37 eV
M: 103.1 g mol⁻¹

```
! RIJCOSX wB97M-V def2-TZVPD def2/J DEFGRID3
* xyz 0 1
O -1.19 0.84 -2.29
C 0.60 0.99 0.76
H -2.75 -1.48 -0.54
H 2.09 -1.36 -0.90
C 1.06 0.26 1.84
H 0.37 0.37 -1.22
H 1.97 -1.81 1.82
C 1.60 -0.85 -0.09
N 0.96 0.35 -0.39
O -2.60 -0.55 -0.28
H 0.24 1.98 0.57
H -1.94 -0.63 0.44
H -1.40 1.76 -2.27
H -1.71 0.45 -1.60
C 1.62 -0.94 1.29
H 1.07 0.63 2.85
*
```

For reference, the Mulliken charges in units of e are: -0.7007 -0.4365 0.3358 0.3968 -0.5099 0.2899 0.3975 -0.4151 -0.0498 -0.7209 0.3939 0.3313 0.3222 0.3939 -0.4495 0.4211

This record from the OMol25 dataset describes C4H9NO2 in the gas phase in a non-equilibrium geometry. The level of theory is ωB97M-V/def2-TZVPD.

Properties
HOMO level: -7.63 eV
M: 103.1 g mol⁻¹

```
! RIJCOSX wB97M-V def2-TZVPD def2/J DEFGRID3
* xyz 0 1
O -0.39 1.60 0.25
H -0.23 0.42 -1.45
H 1.26 -2.34 0.25
O 2.06 -1.85 0.57
H -0.39 -1.23 1.12
C 1.46 -0.65 0.42
C 0.09 -0.71 0.30
H -0.81 2.30 -0.27
C -2.13 0.04 -0.50
N 2.23 0.44 0.39
H 3.24 0.41 0.39
H -2.66 0.84 -1.04
H -2.54 -0.03 0.51
C -0.64 0.35 -0.42
H -2.30 -0.90 -1.02
H 1.74 1.32 0.50
*
```

For reference, the Mulliken charges in units of e are: -0.5880 0.1385 0.3826 -0.5349 0.2399 0.7100 -1.0744 0.3159 -1.3463 -0.3650 0.2234 0.3990 0.3258 0.6324 0.3210 0.2201

This record from the OMol25 dataset describes C4H9NO2 in the gas phase in a non-equilibrium geometry. The level of theory is ωB97M-V/def2-TZVPD.

Properties
HOMO level: -8.44 eV
M: 103.1 g mol⁻¹

```
! RIJCOSX wB97M-V def2-TZVPD def2/J DEFGRID3
* xyz 0 1
H -0.84 1.49 -1.33
H 2.08 0.93 0.88
C -1.69 -0.09 1.32
H -1.58 0.75 1.98
N -1.20 -1.13 -0.79
H -2.39 -0.86 1.62
C -0.98 -0.19 0.20
H -1.65 -1.99 -0.49
H 2.64 -0.82 -1.25
O 0.99 0.81 -0.88
C -0.30 1.15 -0.45
C 1.77 0.20 0.12
H -0.42 -1.25 -1.42
O 2.89 -0.38 -0.43
H -0.25 1.91 0.33
H 0.93 -0.54 0.60
*
```

For reference, the Mulliken charges in units of e are: 0.2824 0.2581 -1.0611 0.2296 -0.4741 0.2386 0.5929 0.2097 0.3086 -0.4052 -0.4217 -0.0695 0.2222 -0.4891 0.3130 0.2655

This record from the OMol25 dataset describes C4H9NO2 in the gas phase. The level of theory is ωB97M-V/def2-TZVPD.

Properties
HOMO level: -8.27 eV
M: 103.1 g mol⁻¹

```
! RIJCOSX wB97M-V def2-TZVPD def2/J DEFGRID3
* xyz 0 1
C -0.34 1.14 -0.45
C 0.13 -0.13 -0.99
H -1.36 -0.72 0.55
H -1.62 2.71 -0.94
O 0.49 2.09 0.10
H 1.35 -3.02 1.00
H 0.33 -1.37 2.28
C 0.65 -1.19 1.24
H -1.69 1.39 -2.02
H 0.69 1.68 0.95
C -0.35 -0.32 0.43
H 1.66 -0.75 1.27
O 0.71 -2.45 0.55
N -1.44 1.73 -1.10
H -0.42 -0.60 -1.80
H 1.21 -0.20 -1.08
*
```

For reference, the Mulliken charges in units of e are: 0.7843 -0.6368 0.2273 0.2406 -0.5448 0.2932 0.3581 -0.6010 0.2019 0.3515 -0.4598 0.2999 -0.5040 -0.5123 0.3033 0.1986

This record from the OMol25 dataset describes C4H9NO2 in the gas phase. The level of theory is ωB97M-V/def2-TZVPD.

Properties
HOMO level: -9.87 eV
M: 103.1 g mol⁻¹

```
! RIJCOSX wB97M-V def2-TZVPD def2/J DEFGRID3
* xyz 0 1
H 3.04 -0.37 -0.33
H 1.39 -0.31 -2.18
C -2.76 -0.48 1.19
H 2.19 0.97 0.48
C 1.15 0.23 -1.25
N 0.17 -0.56 -0.49
O -1.38 -0.89 1.18
H 0.48 -1.51 -0.42
O -0.53 1.18 0.79
H -3.15 -0.56 0.17
H -2.90 0.54 1.56
H 3.07 1.24 -1.04
H -3.31 -1.18 1.83
C 2.44 0.53 -0.49
H 0.65 1.15 -1.54
C -0.56 0.00 0.53
*
```

For reference, the Mulliken charges in units of e are: 0.2896 0.3134 -0.6691 0.3096 -0.4199 -0.2089 -0.3557 0.2565 -0.5783 0.2996 0.3006 0.3194 0.2212 -1.0206 0.3112 0.6314

This record from the OMol25 dataset describes C4H9NO2 in the gas phase in a non-equilibrium geometry. The level of theory is ωB97M-V/def2-TZVPD.

Properties
HOMO level: -9.69 eV
M: 103.1 g mol⁻¹

```
! RIJCOSX wB97M-V def2-TZVPD def2/J DEFGRID3
* xyz 0 1
H -1.17 0.49 0.38
C 1.06 0.48 1.85
H 1.11 -0.20 -0.79
H -1.85 -1.05 -0.22
H 0.90 -1.54 1.86
H 0.75 1.96 0.59
C -1.11 0.28 -1.70
N 0.86 -0.74 1.25
O 1.22 0.61 3.03
H -2.13 0.11 -2.10
H -0.96 1.34 -1.85
H 0.59 -1.88 -0.57
C -1.01 -0.37 -0.32
C 0.52 -0.85 -0.13
H -0.27 -0.16 -2.32
O 1.49 1.53 1.05
*
```

For reference, the Mulliken charges in units of e are: 0.1684 0.4273 0.3976 0.3791 0.2292 0.3324 -1.0638 -0.0789 -0.5709 0.3116 0.3096 0.3431 -0.2067 -0.8008 0.2813 -0.4585

This record from the OMol25 dataset describes C4H9NO2 in the gas phase. The level of theory is ωB97M-V/def2-TZVPD.

Properties
HOMO level: -10.25 eV
M: 103.1 g mol⁻¹

```
! RIJCOSX wB97M-V def2-TZVPD def2/J DEFGRID3
* xyz 0 1
C -1.12 -0.60 -0.39
H -1.61 -1.28 -1.10
H -2.18 1.04 -1.30
H -1.69 -0.62 0.54
H -0.52 0.86 -1.87
H 0.11 1.75 0.18
N 2.01 0.56 0.69
C 1.08 -0.30 0.86
O 0.72 -0.44 2.14
C 0.31 -1.13 -0.14
H 0.25 -2.17 0.21
H 0.87 -1.13 -1.08
H 2.39 0.65 -0.24
C -1.16 0.81 -0.97
H 1.36 0.20 2.52
O -0.83 1.81 -0.04
*
```

For reference, the Mulliken charges in units of e are: -0.4965 0.3263 0.3190 0.2927 0.2734 0.3585 -0.8686 0.5441 -0.5155 -0.4736 0.2923 0.3098 0.2332 -0.4470 0.3929 -0.5408

This record from the OMol25 dataset describes a molecular structure, C4H9NO2. The level of theory is ωB97M-V/def2-TZVPD.

Properties
HOMO level: -8.61 eV
M: 103.1 g mol⁻¹

```
! RIJCOSX wB97M-V def2-TZVPD def2/J DEFGRID3
* xyz 0 1
H 2.43 0.54 1.10
H 0.68 -0.76 -1.42
O -1.01 -1.60 0.10
H -0.34 -1.69 0.79
C 1.17 0.42 1.25
H -1.71 1.69 0.39
C 1.54 -0.12 -1.23
C -1.04 0.84 0.22
O -0.05 0.97 1.26
N 1.83 -0.10 0.22
H 2.40 -0.53 -1.76
C -1.80 -0.46 0.39
H -0.59 0.92 -0.77
H -2.64 -0.48 -0.31
H 1.33 0.88 -1.63
H -2.21 -0.52 1.41
*
```

For reference, the Mulliken charges in units of e are: 0.4513 0.3081 -0.5214 0.3236 -0.3088 0.3430 -0.7912 -0.2656 -0.2756 -0.2133 0.2859 -0.4582 0.1663 0.3364 0.3250 0.2945

Energy relative to the best compared isomer or geometry (same formula, charge and spin) per entry: 50.2; 52.9; 118.3; 62.4; 73.5; 73.8; 44.1; 62.0; 19.2; 24.3; 72.7; 13.0; 31.1; 49.8; 65.2; 76.5; 19.0; 34.8; 28.3; 126.6 kcal per mole